Formula: C3H4N4S
Source: OMol25
Level of theory: the ωB97M-V functional and the def2-TZVPD basis

For the energy above the lowest of the compared OMol25 structures with the same formula, charge and spin, the calculation gives 21.8 kcal/mol. The total charge is 0. Its HOMO energy (alpha / beta) is -7.895 / -7.859 eV. Its max |F| is 1.80 eV/A. Its structure (SMILES) is [H]/N=C1/N=CN/C1=[NH+]/[S-]. The lowest unoccupied orbital energy (alpha / beta) comes out at -1.15 / -1.18 eV. The total energy comes out at -733.8725 Ha.

CARTESIAN COORDINATES (ANGSTROEM)
H 2.546 -0.845 0.431
N 1.866 -0.844 1.185
C 0.714 -0.415 0.876
N -0.278 -0.373 1.849
C -1.344 0.083 1.317
N -1.215 0.381 -0.015
C 0.082 0.097 -0.388
N 0.415 0.252 -1.662
S 1.779 0.099 -2.594
H -2.274 0.208 1.840
H -1.909 0.805 -0.611
H -0.381 0.553 -2.226

Atom charges from the Mulliken analysis, given in e for atoms 1 to 4: 0.2565 -0.6413 0.5522 -0.5439



Formula: C3H4N4S2
Source: OMol25
Level of theory: the ωB97M-V functional and the def2-TZVPD basis

For the energy above the lowest of the compared OMol25 structures with the same formula, charge and spin, the calculation gives 48.5 kcal/mol. The total charge is 0. Its HOMO energy is -8.691 eV. Its max |F| is 3.28 eV/A. Its structure (SMILES) is C1N=NC2(N=NCS2)S1. The lowest unoccupied orbital energy comes out at 0.01 eV. The total energy comes out at -1131.9895 Ha.

CARTESIAN COORDINATES (ANGSTROEM)
C 2.465 -0.302 0.317
N 1.705 -1.385 0.842
N 0.522 -1.326 0.920
C -0.035 0.290 0.290
N -1.179 0.521 1.076
N -2.302 0.462 0.583
C -2.319 0.305 -0.847
S -0.625 0.236 -1.441
S 1.397 1.224 0.581
H 3.397 -0.251 0.968
H 2.595 -0.385 -0.775
H -2.943 -0.569 -1.275
H -2.677 1.180 -1.240

Atom charges from the Mulliken analysis, given in e for atoms 1 to 4: -0.3487 -0.1818 -0.1329 0.5215



Formula: C3H4NO
Source: OMol25
Level of theory: the ωB97M-V functional and the def2-TZVPD basis

For the energy above the lowest of the compared OMol25 structures with the same formula, charge and spin, the calculation gives 47.6 kcal/mol. The total charge is -1. Its HOMO energy is -1.101 eV. Its max |F| is 4.36 eV/A. Its structure (SMILES) is CC#CN[O-]. The lowest unoccupied orbital energy comes out at 4.04 eV. The total energy comes out at -246.5410 Ha.

CARTESIAN COORDINATES (ANGSTROEM)
C 1.791 0.004 0.256
C 0.374 0.054 -0.074
C -0.818 -0.154 -0.128
N -2.225 0.142 -0.422
O -3.205 0.269 0.481
H 2.129 -0.813 1.054
H 2.544 -0.036 -0.564
H 1.806 0.983 0.668
H -2.396 -0.447 -1.271

Atom charges from the Mulliken analysis, given in e for atoms 1 to 4: -1.0255 -0.2268 0.3088 -0.1045



Formula: C3H4NO
Source: OMol25
Level of theory: the ωB97M-V functional and the def2-TZVPD basis

For the energy above the lowest of the compared OMol25 structures with the same formula, charge and spin, the calculation gives 25.5 kcal/mol. The total charge is +1. Its HOMO energy is -16.834 eV. Its max |F| is 4.42 eV/A. The lowest unoccupied orbital energy comes out at -5.18 eV. The total energy comes out at -246.3515 Ha.

CARTESIAN COORDINATES (ANGSTROEM)
C -1.758 -1.064 -0.733
C 2.518 0.218 -0.511
C -0.377 0.523 0.636
N -1.135 -0.283 -0.193
O 3.560 0.194 -0.882
H -2.286 -1.873 -0.959
H 0.662 0.524 0.302
H -0.282 0.213 1.773
H -0.902 1.549 0.567

Atom charges from the Mulliken analysis, given in e for atoms 1 to 4: -0.0256 -0.0580 -0.1257 0.1660